Entry 1:
Density functional theory data (wB97M-V/def2-TZVPD) for 7 unconnected molecules or ions with the total composition C46H108ClIN6O9S.

Structure (XYZ):
```
172
Properties=species:S:1:pos:R:3:forces:R:3:lowdin_charge:R:1
I -1.601 0.381 6.016 0.1 0.1 -0.1 0.894
Cl 1.415 1.451 5.082 -0.1 -0.1 0.0 0.759
S -1.208 1.898 1.957 -0.2 -0.3 -1.1 0.625
O -5.495 -1.639 -3.175 0.0 0.0 0.0 -0.183
O -0.157 1.424 3.075 -0.7 -0.1 0.0 -0.272
O 7.183 0.745 -1.646 0.1 0.1 0.0 -0.220
O -1.890 0.723 1.486 0.5 0.5 0.6 -0.256
O 5.051 -2.749 -3.176 0.0 0.1 0.0 -0.183
O -9.122 3.952 -1.346 0.0 0.0 0.1 -0.186
O -0.499 2.711 1.004 -0.4 -0.2 0.4 -0.264
O -6.775 -4.553 2.844 0.0 0.1 0.0 -0.185
O -2.628 2.773 -4.944 0.0 0.1 0.1 -0.180
N -3.884 -4.683 3.138 -0.1 -0.1 0.0 0.053
N 6.671 -4.955 -4.124 -0.1 0.0 0.0 0.037
N -0.094 1.635 -4.068 -0.1 0.0 -0.3 0.053
N -7.068 2.701 -2.939 -0.1 0.1 0.0 0.049
N 8.969 1.279 0.570 -0.1 -0.1 0.0 0.041
N -3.476 -2.838 -1.497 0.0 0.0 -0.1 0.058
C -3.553 2.987 -3.893 -0.1 -0.3 -0.1 -0.118
C 3.885 1.046 0.188 -0.4 -0.3 0.2 -0.184
C -4.518 -3.631 2.342 -0.1 0.0 0.1 -0.427
C -4.508 -2.315 3.113 0.1 0.1 0.0 -0.062
C -7.445 -3.591 3.632 0.0 -0.1 0.0 -0.111
C -5.914 -4.031 1.849 0.1 -0.1 -0.2 -0.206
C -4.321 -0.918 -2.843 0.1 0.0 -0.1 -0.196
C 0.706 -2.764 3.156 0.1 -0.6 0.5 -0.191
C -2.346 2.947 2.840 0.0 0.6 0.4 -0.199
C 0.081 2.261 4.212 0.4 0.3 0.4 -0.855
C 4.738 -3.401 -4.389 -0.1 -0.1 0.0 -0.212
C -1.163 2.301 5.110 -0.3 -0.3 -0.1 -0.678
C -5.974 3.540 -0.930 0.1 0.0 0.0 -0.061
C 2.801 -2.219 5.858 0.2 0.0 -0.1 -0.117
C 7.127 1.737 -2.652 -0.2 0.0 0.1 -0.103
C -1.462 3.567 -4.873 0.2 0.0 -0.2 -0.211
C 10.139 1.961 -1.453 0.1 0.0 0.0 -0.070
C 1.060 -1.285 0.224 -0.3 -0.4 0.0 -0.185
C -9.074 3.704 0.046 -0.1 -0.1 0.0 -0.106
C -0.826 -2.871 1.010 0.1 -0.7 -0.1 -0.193
C 0.560 3.688 3.863 0.2 0.3 0.2 -0.173
C 3.454 -3.113 4.798 0.0 0.0 0.4 -0.257
C 6.896 -3.165 -5.757 0.0 0.0 -0.1 -0.071
C -6.675 -1.220 -2.523 -0.1 0.0 0.0 -0.105
C 2.067 0.256 -1.557 -0.8 -0.3 0.8 -0.185
C -0.390 3.060 -3.901 -0.1 -0.1 0.3 -0.422
C 2.522 1.308 -0.506 0.6 0.0 -0.7 -0.187
C 2.469 2.952 2.303 0.7 0.3 -0.1 -0.204
C 0.784 -0.453 -1.052 0.5 0.3 0.3 -0.197
C 3.777 2.151 2.540 -0.9 -0.1 -0.2 -0.199
C 3.792 0.851 1.717 0.5 0.2 -0.1 -0.205
C 5.616 -1.457 -3.306 -0.1 -0.1 0.1 -0.102
C 5.923 -4.110 -5.059 0.1 0.1 0.1 -0.435
C 0.462 -2.716 0.192 -0.2 0.3 -0.4 -0.186
C -4.340 -0.924 -0.276 0.0 0.0 0.1 -0.060
C -0.653 -3.118 2.527 0.0 0.8 0.1 -0.188
C -3.640 -1.381 -1.550 -0.1 -0.1 0.1 -0.414
C 8.416 0.062 -1.534 0.0 -0.2 0.1 -0.216
C 2.556 -4.239 4.266 0.1 -0.2 -0.4 -0.223
C -2.446 2.750 4.366 -0.2 -0.1 -0.2 -0.246
C 2.036 3.863 3.473 0.1 0.1 -0.4 -0.203
C -6.781 3.915 -2.170 0.0 -0.2 0.1 -0.430
C -8.053 4.717 -1.866 0.0 0.1 -0.1 -0.208
C 1.776 -3.882 2.995 0.2 0.7 -0.2 -0.209
C -0.722 3.310 -2.432 0.1 0.1 0.1 -0.062
C 9.484 0.798 -0.715 -0.1 0.2 0.0 -0.432
H 3.820 -2.503 3.965 0.0 0.0 0.0 0.102
H -1.468 -2.004 0.818 0.1 0.0 0.1 0.086
H 8.641 0.491 1.121 0.1 0.0 0.0 0.071
H 7.721 1.454 -3.527 0.0 0.0 0.0 0.093
H -0.040 4.102 3.051 0.0 -0.2 0.1 0.103
H -6.853 -3.292 4.501 0.0 0.1 0.0 0.074
H -0.891 -4.151 2.792 0.0 0.0 -0.1 0.100
H 0.246 1.462 -5.010 0.1 0.0 0.0 0.079
H -6.678 -0.137 -2.366 0.0 0.0 0.0 0.071
H 4.625 2.794 2.282 0.1 -0.2 0.2 0.111
H 1.737 1.409 0.240 0.0 0.2 -0.1 0.070
H 8.134 1.827 0.387 0.0 0.1 0.0 0.067
H -4.544 2.720 -4.258 0.0 0.0 0.0 0.078
H -8.426 5.131 -2.806 0.0 0.0 0.0 0.123
H -2.899 -3.143 -2.276 0.1 0.0 0.1 0.077
H -7.699 -2.702 3.046 0.0 0.0 0.0 0.088
H -5.109 -1.565 2.593 0.0 0.0 0.0 0.072
H 10.395 1.686 -2.479 0.0 0.0 0.0 0.078
H -8.368 -4.048 3.992 0.0 0.0 0.0 0.086
H -6.402 -3.191 1.333 0.0 0.0 0.0 0.108
H -2.638 -0.938 -1.543 0.0 0.0 -0.1 0.131
H 11.055 2.257 -0.944 0.0 0.0 0.0 0.075
H -1.464 2.603 -2.058 0.0 0.0 0.0 0.063
H 1.302 -4.766 2.560 0.0 -0.1 0.2 0.107
H -6.146 4.559 -2.787 -0.1 0.0 0.0 0.129
H -8.646 4.553 0.588 0.0 0.0 0.0 0.090
H 2.702 3.743 4.333 -0.2 -0.1 0.0 0.092
H 5.498 -4.766 -5.825 -0.1 0.0 0.0 0.133
H -3.331 2.342 -3.039 0.0 0.1 0.1 0.062
H 3.206 -5.087 4.014 -0.2 0.0 0.1 0.103
H -1.040 3.558 -5.882 -0.1 0.0 0.0 0.121
H 1.207 -3.467 0.469 -0.1 0.1 0.1 0.092
H 2.828 -0.522 -1.682 0.1 0.2 -0.3 0.096
H -3.902 -3.492 1.446 -0.1 0.0 0.0 0.116
H 0.362 4.304 4.749 0.0 -0.1 -0.1 0.128
H 1.864 -4.593 5.038 0.1 0.1 0.1 0.110
H 2.142 4.910 3.166 0.0 -0.1 0.1 0.113
H 3.826 1.879 3.599 0.2 0.1 -0.1 0.079
H 6.054 -5.667 -3.744 0.0 0.0 -0.1 0.071
H 3.994 -4.158 -4.127 0.0 0.0 0.0 0.122
H 0.620 -0.762 1.080 0.3 0.0 0.0 0.085
H -7.792 2.193 -2.438 0.0 -0.1 0.0 0.068
H 4.257 -2.700 -5.084 0.1 0.0 0.0 0.120
H -3.492 -1.930 3.197 0.0 0.0 0.0 0.054
H -1.731 4.606 -4.639 0.0 0.0 0.0 0.119
H -0.972 1.125 -4.021 0.0 0.0 0.1 0.073
H 4.647 0.239 2.033 -0.1 0.1 0.0 0.105
H 4.341 -3.562 5.261 -0.1 0.0 -0.1 0.099
H 0.210 -2.930 -0.857 0.1 -0.1 0.2 0.097
H 1.669 2.272 2.034 0.1 0.0 0.1 0.058
H 6.922 -4.383 -3.322 0.1 0.0 0.0 0.068
H -5.799 -4.835 1.118 0.0 0.0 0.0 0.124
H 9.491 2.836 -1.484 0.0 0.0 0.0 0.064
H 0.076 0.343 -0.798 -0.2 -0.1 -0.2 0.087
H -3.566 4.034 -3.572 0.1 0.0 0.0 0.087
H 7.543 -3.725 -6.431 0.0 0.0 0.0 0.075
H 2.141 -1.363 0.391 -0.1 0.1 0.0 0.106
H -7.515 -1.486 -3.165 0.0 0.0 0.0 0.088
H 0.170 3.186 -1.816 0.0 -0.1 0.0 0.065
H -3.667 -1.052 0.570 0.0 0.0 0.0 0.046
H 2.039 -1.565 5.435 -0.1 -0.1 0.0 0.029
H 2.351 -2.845 6.634 0.0 0.1 0.0 0.074
H -6.811 -1.724 -1.561 0.0 0.0 0.0 0.072
H 0.525 3.613 -4.133 0.0 0.0 -0.1 0.135
H 5.382 -0.897 -2.403 0.0 0.0 0.0 0.071
H -2.800 3.691 4.797 0.1 -0.1 -0.1 0.122
H -4.507 -4.954 3.894 0.0 0.1 0.0 0.070
H -3.236 2.022 4.543 0.1 0.1 0.1 0.060
H 4.575 1.867 -0.035 0.1 -0.1 0.1 0.102
H -1.407 -2.509 3.038 0.0 -0.2 0.0 0.079
H -3.328 2.789 2.389 0.2 -0.2 -0.1 0.113
H 5.200 -0.925 -4.168 0.0 0.0 0.0 0.097
H 2.639 3.580 1.421 -0.2 -0.1 0.0 0.120
H -4.968 3.229 -1.216 0.0 0.0 0.0 0.061
H -8.502 2.802 0.279 0.0 0.0 0.0 0.075
H -7.506 2.960 -3.819 0.1 0.0 -0.1 0.080
H 6.704 -1.505 -3.397 0.0 0.1 -0.1 0.069
H -4.620 0.131 -0.325 0.0 0.0 0.0 0.078
H 10.266 0.064 -0.500 0.0 -0.1 0.0 0.135
H 6.083 1.836 -2.953 0.0 0.0 0.0 0.087
H 4.345 0.143 -0.229 -0.1 0.1 -0.1 0.092
H 0.526 -2.641 4.233 0.0 0.0 -0.1 0.094
H -4.385 -3.257 -1.675 0.0 0.0 0.0 0.071
H 1.805 0.738 -2.497 0.3 -0.1 -0.1 0.073
H 2.619 2.260 -1.044 -0.3 0.0 0.3 0.103
H -5.881 4.389 -0.249 0.0 0.0 0.0 0.079
H -4.533 0.160 -2.819 -0.1 0.0 0.1 0.107
H -0.959 2.977 5.940 0.1 -0.2 0.0 0.080
H 0.338 -1.074 -1.835 0.1 0.0 0.0 0.098
H -4.893 -2.419 4.129 0.0 -0.1 0.0 0.067
H -3.798 -5.522 2.571 0.1 0.0 0.0 0.076
H 2.521 -3.547 2.258 -0.1 -0.1 0.0 0.100
H 3.551 -1.579 6.334 -0.1 0.0 0.0 0.067
H 1.089 -1.797 2.814 -0.1 -0.1 0.0 0.093
H 7.464 2.709 -2.283 0.1 0.0 -0.1 0.076
H -10.098 3.553 0.386 0.0 0.0 0.0 0.088
H 8.795 -0.204 -2.531 0.0 0.1 0.0 0.118
H -6.422 2.709 -0.382 -0.1 0.0 0.0 0.064
H 8.180 -0.873 -1.019 0.0 0.0 0.0 0.125
H -1.102 4.322 -2.277 0.0 0.0 0.0 0.081
H 7.541 -2.652 -5.043 0.0 0.0 0.0 0.062
H -1.377 -3.727 0.599 0.0 0.2 0.0 0.095
H 6.365 -2.411 -6.343 0.0 0.0 0.0 0.077
H 2.896 0.268 1.959 0.0 0.0 0.0 0.096
H -2.042 3.967 2.597 0.0 -0.2 0.0 0.100
H -3.634 -1.091 -3.677 0.0 0.0 0.0 0.124
H -5.236 -1.511 -0.069 0.0 0.0 -0.1 0.056
H -7.835 5.565 -1.202 0.0 0.0 0.0 0.120
```
Positions in Å, forces in eV/Å.

The energy is -108276.72376 eV. The value obtained for the HOMO-LUMO gap is 0.3230 hartree. As for the HOMO energy: -8.863 eV. The calculation puts the molecular weight at 1083.8 g mol⁻¹. Its structure (SMILES) is CCCCCCCCCCCCCCCCCC[C@]1(Cl)OS(=O)(=O)CC[C@H]1I.COC[C@@H](C)N.COC[C@@H](C)N.COC[C@@H](C)N.COC[C@@H](C)N.COC[C@@H](C)N.COC[C@@H](C)N.

Entry 2:
Density functional theory data (wB97M-V/def2-TZVPD) for a single C6H9NS molecule.

Structure (XYZ):
```
17
Properties=species:S:1:pos:R:3:forces:R:3:lowdin_charge:R:1
S 2.350 2.392 0.694 0.0 0.4 0.2 0.724
N -0.738 -0.102 0.796 -0.3 -2.5 -2.1 0.001
C -1.752 -0.829 -1.473 -1.6 -0.9 -1.7 -0.077
C -0.136 1.088 1.120 1.4 3.9 3.2 -0.290
C 0.354 -0.974 0.241 0.2 -1.5 -0.2 -0.207
C 1.342 1.156 0.814 -0.2 -1.6 -1.4 -0.788
C 1.717 -0.306 0.487 0.3 0.2 0.0 -0.143
C -0.577 -0.350 -0.675 -1.4 2.4 -1.2 -0.312
H -2.362 -1.690 -1.098 0.9 0.6 -0.2 0.084
H 0.202 -2.077 0.386 0.5 1.2 0.2 0.157
H 2.577 -0.359 -0.268 -1.6 -0.1 0.9 0.137
H -2.506 -0.031 -1.717 0.7 -0.2 1.1 0.084
H -0.122 1.259 2.229 -0.1 -0.6 -0.3 0.141
H 2.070 -0.738 1.427 0.3 0.0 0.0 0.115
H -0.655 2.019 0.877 -0.1 -0.2 -0.8 0.129
H -0.287 0.544 -1.283 0.7 -0.5 1.0 0.158
H -1.477 -1.002 -2.557 0.3 -0.5 1.2 0.086
```
Positions in Å, forces in eV/Å.

The energy is -18690.89689 eV. The energy above the lowest of the compared OMol25 structures with the same formula, charge and spin comes out at 223.22 kJ/mol. The value obtained for the HOMO-LUMO gap is 0.3120 hartree. As for the HOMO energy: -8.493 eV. The calculation puts the molecular weight at 127.2 g mol⁻¹. Its structure (SMILES) is C[C@@H]1[C@H]2CC(=S)CN12.